{"formula": "C49H45CsIN13O5S2", "method": "ωB97M-V/def2-TZVPD", "species": ["Cs", "C", "C", "N", "C", "C", "C", "O", "C", "C", "N", "C", "C", "C", "C", "C", "C", "I", "C", "O", "H", "H", "H", "H", "H", "H", "H", "H", "H", "H", "H", "H", "C", "C", "C", "C", "N", "C", "C", "C", "C", "C", "C", "N", "C", "C", "C", "C", "C", "N", "H", "H", "H", "H", "H", "H", "H", "H", "H", "H", "H", "S", "C", "C", "C", "C", "C", "N", "H", "H", "H", "H", "O", "S", "O", "O", "C", "N", "C", "C", "C", "N", "C", "C", "C", "N", "C", "C", "H", "H", "H", "H", "H", "H", "C", "N", "C", "N", "C", "N", "C", "N", "C", "C", "H", "H", "H", "H", "H", "H", "H", "H", "H", "H", "H", "H"], "coordinates": [[0.50271, -0.24985, -0.18333], [-0.22029, -4.98395, 0.91537], [1.13141, -4.63465, 1.45987], [1.64471, -5.44245, 2.34577], [2.87441, -5.20345, 2.82397], [3.68581, -4.20375, 2.35127], [5.08741, -4.08685, 2.89267], [6.00641, -4.73885, 2.02467], [3.18201, -3.32065, 1.36687], [4.05851, -2.49255, 0.62067], [3.68891, -1.56315, -0.18863], [4.42951, -1.11355, -1.22763], [5.07651, -2.01045, -2.09903], [5.66291, -1.57685, -3.26743], [5.64431, -0.23285, -3.60533], [5.04931, 0.68125, -2.74873], [4.45781, 0.24125, -1.58423], [3.62811, 1.63835, -0.21873], [1.79331, -3.43535, 0.97227], [1.20531, -2.62135, 0.23097], [-0.28699, -6.05715, 0.75417], [-0.38319, -4.45645, -0.01933], [-0.99869, -4.70455, 1.62407], [3.20941, -5.89295, 3.59337], [5.12631, -4.56495, 3.88537], [5.36511, -3.02875, 3.00577], [6.88171, -4.70395, 2.42637], [5.12871, -2.72415, 0.71787], [5.07511, -3.05935, -1.83493], [6.14471, -2.29205, -3.92143], [6.07901, 0.10435, -4.53383], [5.04821, 1.73255, -2.99673], [3.32941, -0.27955, 4.08377], [3.03881, -1.53735, 4.59087], [1.74971, -2.02165, 4.48627], [0.76711, -1.21145, 3.90977], [1.05821, 0.00095, 3.43307], [2.29461, 0.43745, 3.49797], [-0.64049, -1.60665, 3.80307], [-1.19829, -2.69875, 4.48377], [-2.54859, -2.95105, 4.33167], [-3.31519, -2.12885, 3.51757], [-2.67599, -1.05745, 2.88227], [-1.38559, -0.82565, 3.03517], [-3.34979, -0.08515, 2.00057], [-4.68679, 0.28235, 2.15167], [-5.18809, 1.29175, 1.34397], [-4.35749, 1.86765, 0.39877], [-3.05239, 1.39815, 0.29497], [-2.56319, 0.46525, 1.08057], [4.32341, 0.13505, 4.13127], [3.80721, -2.13605, 5.06297], [1.51741, -3.01215, 4.84057], [2.46841, 1.41915, 3.07407], [-0.59089, -3.33065, 5.11047], [-3.01109, -3.78385, 4.84867], [-4.37139, -2.31455, 3.38177], [-5.31279, -0.18105, 2.90307], [-6.21259, 1.62355, 1.45727], [-4.70159, 2.66185, -0.24293], [-2.38269, 1.79155, -0.45513], [-1.53059, 1.70695, -2.95533], [-0.22059, 1.10745, -3.84983], [0.08591, 1.67835, -5.10703], [1.17761, 1.23155, -5.80023], [1.94971, 0.20025, -5.25723], [1.55121, -0.33025, -4.04543], [0.50951, 0.09315, -3.34993], [-0.54819, 2.46835, -5.48263], [1.44231, 1.66835, -6.75733], [2.82851, -0.17145, -5.76423], [2.10371, -1.15455, -3.60183], [-1.18569, 10.02055, -2.67003], [-1.90619, 10.48415, -1.49473], [-3.30309, 10.06215, -1.41553], [-1.69179, 11.89335, -1.19513], [-1.22449, 9.55035, -0.06683], [-1.20129, 10.17705, 1.10107], [-0.78569, 9.48295, 2.14577], [-0.41169, 8.15275, 2.05977], [-0.55769, 7.55285, 0.80417], [-0.94559, 8.27335, -0.24643], [-0.28709, 6.11995, 0.59347], [-0.33929, 5.19955, 1.64217], [-0.04629, 3.87045, 1.38927], [0.27591, 3.40795, 0.19167], [0.29161, 4.27045, -0.81293], [0.02651, 5.62465, -0.67133], [-0.74269, 10.01245, 3.09287], [-0.02499, 7.62345, 2.91807], [-0.61919, 5.50675, 2.63897], [-0.07289, 3.13345, 2.18297], [0.52161, 3.84815, -1.78193], [0.05371, 6.29875, -1.51263], [-3.21529, -1.26835, -2.85613], [-3.13239, -1.62185, -1.44563], [-2.01099, -2.53365, -1.27233], [-2.16869, -3.75035, -2.07683], [-2.28039, -3.34915, -3.47523], [-3.40739, -2.45115, -3.70003], [-4.62229, -3.12115, -3.26843], [-4.57529, -3.52525, -1.86343], [-4.34649, -2.31395, -1.06553], [-3.41169, -4.39345, -1.68553], [-2.29589, -0.76205, -3.15163], [-4.05579, -0.58595, -3.00783], [-1.94339, -2.81475, -0.21943], [-1.09109, -2.03475, -1.57313], [-2.41429, -4.24705, -4.09113], [-1.36059, -2.83875, -3.77023], [-4.77899, -4.01415, -3.88483], [-5.46739, -2.43835, -3.40283], [-4.28099, -2.60105, -0.01053], [-5.20089, -1.64365, -1.20213], [-3.55319, -5.29765, -2.28923], [-3.34729, -4.67265, -0.62933]], "molar_mass_g_mol": 1219.93, "homo_energy_ev": -2.48, "e_lumo_ev": 2.9130, "e_above_lowest_ev": 1.082, "charge": -2, "total_energy_ha": -4096.61168, "gap_ev": 5.389}

***

{"formula": "C36H48N4P2PrS3", "method": "ωB97M-V/def2-TZVPD", "species": ["Pr", "S", "P", "C", "P", "S", "C", "C", "C", "C", "C", "C", "C", "C", "C", "C", "C", "C", "C", "C", "C", "C", "C", "C", "C", "C", "C", "C", "C", "C", "H", "H", "H", "H", "H", "H", "H", "H", "H", "H", "H", "H", "H", "H", "H", "H", "H", "H", "H", "H", "N", "C", "C", "N", "H", "H", "H", "H", "H", "H", "H", "H", "C", "C", "C", "C", "N", "C", "S", "N", "C", "C", "C", "C", "H", "H", "H", "H", "H", "H", "H", "H", "H", "H", "H", "H", "H", "H", "H", "H", "H", "H", "H", "H"], "coordinates": [[0.12397, -0.17956, 0.86006], [-0.41076, 0.50387, -1.74547], [0.50987, -1.32407, -1.95020], [1.06357, -2.09280, -0.48009], [2.65914, -1.55496, -0.03659], [2.87636, 0.27771, 0.84749], [3.97856, -1.70471, -1.27286], [4.85074, -0.67359, -1.58692], [5.75817, -0.84409, -2.61786], [5.79014, -2.03190, -3.32963], [4.93102, -3.06784, -2.99562], [4.02763, -2.90953, -1.96471], [3.20366, -2.71599, 1.24990], [4.46594, -2.54703, 1.80783], [4.92223, -3.45009, 2.74917], [4.12534, -4.51987, 3.12756], [2.85690, -4.66846, 2.59075], [2.39146, -3.76660, 1.65085], [1.64623, -1.06799, -3.35128], [1.77807, -1.99702, -4.37416], [2.70605, -1.78679, -5.37776], [3.49779, -0.65114, -5.37076], [3.36248, 0.27977, -4.35314], [2.44188, 0.07329, -3.34372], [-0.73551, -2.51710, -2.56645], [-2.04007, -2.17265, -2.89391], [-2.92978, -3.14494, -3.32443], [-2.51885, -4.46012, -3.46236], [-1.21493, -4.80835, -3.14579], [-0.33456, -3.84682, -2.68510], [4.80800, 0.25380, -1.03083], [6.42785, -0.04002, -2.88303], [6.48752, -2.15761, -4.14530], [4.95401, -3.99483, -3.54814], [3.34759, -3.70566, -1.68913], [5.07678, -1.70732, 1.49783], [5.89540, -3.32193, 3.19761], [4.49630, -5.24361, 3.83840], [2.23184, -5.49005, 2.90685], [1.41755, -3.88233, 1.18682], [1.15966, -2.88157, -4.38881], [2.81651, -2.52616, -6.15696], [4.21780, -0.49287, -6.16025], [3.99435, 1.15493, -4.33328], [2.33573, 0.79793, -2.54277], [-2.34487, -1.13580, -2.83259], [-3.94413, -2.86960, -3.57136], [-3.21015, -5.20745, -3.82462], [-0.88605, -5.82886, -3.27243], [0.67752, -4.11975, -2.42424], [-1.19221, -2.37886, 1.97020], [-2.66162, -2.25240, 1.94167], [-3.11213, -1.64261, 0.61225], [-2.56742, -0.28298, 0.50389], [-0.93615, -3.11521, 1.29907], [-0.91614, -2.72565, 2.89205], [-2.95707, -1.59033, 2.76128], [-3.15099, -3.22488, 2.07499], [-4.21037, -1.64985, 0.56655], [-2.71519, -2.23845, -0.22105], [-3.12160, 0.34486, 1.09071], [-2.66229, 0.04836, -0.46023], [1.26679, 5.52343, 3.04638], [2.48768, 4.78789, 2.49843], [2.35215, 4.27879, 1.05980], [1.28374, 3.19712, 0.86723], [-0.04765, 3.76784, 0.78220], [-1.10820, 3.38690, 1.48551], [-1.11123, 1.96603, 2.43974], [-2.23574, 4.09753, 1.51467], [-2.62117, 5.33467, 0.86135], [-3.81919, 5.13680, -0.07648], [-3.47225, 4.58357, -1.45980], [-2.89756, 3.17139, -1.43430], [1.53449, 5.99935, 3.98633], [0.43934, 4.84427, 3.24412], [0.93713, 6.30078, 2.35812], [2.72035, 3.93788, 3.14377], [3.34482, 5.46478, 2.52272], [3.30838, 3.83717, 0.77156], [2.14650, 5.11325, 0.38363], [1.33278, 2.51336, 1.73180], [1.50028, 2.63167, -0.06038], [-0.11599, 4.60198, 0.21335], [-2.96364, 3.68610, 2.08504], [-1.78275, 5.76636, 0.31512], [-2.90627, 6.04822, 1.64247], [-4.30140, 6.10614, -0.20905], [-4.54761, 4.48068, 0.40662], [-2.78116, 5.26612, -1.95999], [-4.39474, 4.56600, -2.04271], [-1.88334, 3.14022, -1.04707], [-2.85382, 2.76046, -2.43723], [-3.51815, 2.52254, -0.82138]], "spin_multiplicity": 3, "molar_mass_g_mol": 835.87, "homo_energy_ev": [-10.07, -10.10], "e_lumo_ev": [-2.0746, -2.0234], "e_above_lowest_ev": 0.728, "s_squared": 2.00, "charge": 1, "total_energy_ha": -4013.87850, "gap_ev": [7.999, 8.077]}

***

{"formula": "C35H50N11O8", "method": "ωB97M-V/def2-TZVPD", "species": ["C", "C", "C", "H", "O", "C", "C", "H", "H", "O", "C", "H", "C", "O", "C", "H", "H", "C", "N", "C", "N", "C", "N", "C", "H", "H", "C", "N", "C", "O", "C", "N", "C", "C", "N", "N", "C", "N", "H", "H", "H", "C", "C", "C", "C", "C", "C", "C", "H", "H", "O", "H", "H", "H", "H", "H", "H", "C", "H", "C", "C", "O", "O", "H", "H", "H", "H", "H", "C", "H", "C", "H", "H", "H", "H", "H", "N", "C", "N", "N", "C", "H", "H", "C", "O", "C", "H", "C", "H", "H", "H", "H", "H", "H", "H", "H", "H", "H", "H", "H", "H", "H", "H", "H"], "coordinates": [[6.13432, 3.21214, -0.72947], [5.41004, 2.44609, -0.16321], [4.54528, 1.45572, 0.45739], [5.03389, 1.05996, 1.35999], [4.19467, 0.40079, -0.43520], [5.25817, -0.46486, -0.78224], [5.23205, -1.73683, 0.07039], [5.20427, -1.47577, 1.13615], [6.13014, -2.33733, -0.11957], [4.07078, -2.46098, -0.30291], [3.78126, -3.60720, 0.47118], [3.14863, -4.23252, -0.16340], [3.03786, -3.29063, 1.77322], [1.78009, -2.72170, 1.45155], [1.00755, -2.30003, 2.56529], [0.93747, -3.10006, 3.31067], [0.01238, -2.09678, 2.16159], [1.56530, -1.01559, 3.20991], [1.91610, -0.06384, 2.18533], [1.01807, 0.82843, 1.70115], [0.07959, 1.28364, 2.50539], [-0.76918, 2.15631, 1.94417], [-1.77860, 2.62537, 2.70834], [-2.96391, 3.16523, 2.07767], [-3.25525, 4.09032, 2.58113], [-2.71379, 3.38546, 1.04018], [-4.09406, 2.10625, 2.18598], [-3.47255, 0.81477, 2.40496], [-2.90875, 0.04615, 1.45306], [-2.16249, -0.88188, 1.72497], [-3.32840, 0.30579, -0.00234], [-2.19901, 0.13738, -0.87512], [-1.22612, -0.78731, -0.82652], [-0.37161, -0.43364, -1.85293], [-0.88586, 0.65308, -2.46015], [-1.97345, 0.98354, -1.87301], [0.95209, -1.04085, -2.16848], [1.71647, -1.03189, -0.89479], [1.34433, -1.73802, -0.24103], [2.71426, -1.26188, -1.01327], [1.47527, -0.39997, -2.88250], [0.84524, -2.47298, -2.73461], [-0.29339, -3.23268, -2.11190], [-0.13581, -3.94981, -0.93461], [-1.22001, -4.54573, -0.31439], [-2.49053, -4.42984, -0.86592], [-2.65300, -3.73325, -2.06245], [-1.56521, -3.14621, -2.67190], [-1.70336, -2.60422, -3.59569], [-3.63886, -3.66921, -2.49419], [-3.59191, -4.96003, -0.28420], [-3.35403, -5.45396, 0.50987], [-1.08045, -5.09811, 0.60477], [0.84032, -4.04944, -0.48390], [1.79557, -2.98370, -2.56992], [0.68045, -2.40103, -3.80980], [-1.21410, -1.57020, -0.10209], [-4.46148, -0.66805, -0.36975], [-4.05742, -1.67996, -0.43389], [-5.12113, -0.27877, -1.68958], [-5.91925, 0.99913, -1.56982], [-5.89812, 1.74337, -0.62166], [-6.65759, 1.21944, -2.64926], [-7.16146, 2.04620, -2.57487], [-5.79360, -1.06541, -2.03310], [-4.37229, -0.12228, -2.47042], [-5.20641, -0.64473, 0.42725], [-3.66211, 1.33033, -0.16188], [-2.91212, 0.73032, 3.74347], [-2.30390, -0.17279, 3.79089], [-2.04826, 1.99626, 3.98028], [-2.57646, 2.72209, 4.60179], [-1.10043, 1.73772, 4.44819], [-3.72312, 0.66124, 4.47119], [-4.74450, 2.10903, 1.31368], [-4.71687, 2.30446, 3.06122], [-0.64279, 2.64484, 0.71396], [0.39353, 2.20339, 0.00167], [1.20679, 1.20379, 0.42353], [0.62442, 2.75785, -1.18497], [1.76517, 2.46080, -2.02014], [2.42609, 1.75352, -1.52323], [1.39760, 2.04811, -2.96601], [2.52159, 3.76776, -2.30157], [1.67994, 4.72916, -2.88361], [0.59110, 5.02933, -2.04133], [-0.01043, 5.76880, -2.57035], [-0.23915, 3.77745, -1.74098], [-1.02632, 3.99625, -1.02303], [-0.67677, 3.38563, -2.66459], [0.95579, 5.46300, -1.09734], [3.33020, 3.59144, -3.01203], [2.94746, 4.15170, -1.36099], [1.61727, -0.03996, -0.41000], [2.58322, -0.39221, 1.50071], [0.80073, -0.56560, 3.84086], [2.44985, -1.22758, 3.81605], [3.63005, -2.60116, 2.38696], [2.89907, -4.22042, 2.34009], [4.69886, -4.15717, 0.70654], [6.22418, 0.03732, -0.68221], [5.11484, -0.74098, -1.83127], [3.59420, 1.91690, 0.74019], [6.76174, 3.91402, -1.19329]], "molar_mass_g_mol": 752.85, "homo_energy_ev": -10.83, "e_lumo_ev": -1.5454, "e_above_lowest_ev": 0.202, "charge": 1, "total_energy_ha": -2567.76088, "gap_ev": 9.288}

***

{"formula": "C4H11NO", "method": "ωB97M-V/def2-TZVPD", "species": ["C", "C", "C", "C", "N", "H", "H", "H", "H", "H", "H", "H", "H", "H", "O", "H", "H"], "coordinates": [[-0.42079, -0.00209, -1.29443], [-0.74483, 0.00371, 0.18142], [-1.96866, -0.82721, 0.54461], [-0.04468, 0.62849, 1.14540], [1.06265, 1.44974, 0.87836], [-1.29049, 0.15158, -1.93373], [0.05543, -0.94733, -1.55268], [0.31751, 0.76629, -1.51317], [-2.39017, -1.25778, -0.35633], [-2.68672, -0.18524, 1.06500], [-1.77498, -1.61119, 1.28437], [-0.23651, 0.21056, 2.12369], [1.26292, 2.09888, 1.61005], [1.09308, 1.87421, -0.02781], [2.41028, -0.86750, -1.09626], [3.27530, -0.51918, -0.86868], [2.08066, -0.96594, -0.18982]], "molar_mass_g_mol": 89.14, "homo_energy_ev": -7.66, "e_lumo_ev": 0.8876, "e_above_lowest_ev": 1.335, "charge": 0, "total_energy_ha": -288.96796, "gap_ev": 8.544}